[1]
Entry from the OMol25 dataset: a molecular structure, C5H8I2O in a non-equilibrium geometry (wB97M-V/def2-TZVPD).

## Properties
LUMO	0.24	eV

The geometry in XYZ format:
```
16
Properties=species:S:1:pos:R:3:mulliken_charge:R:1
C 1.86 -1.00 0.22 -0.64
C 1.32 0.14 0.07 -0.11
C -1.12 -0.25 -1.36 -1.40
C -0.90 -0.09 1.33 -1.24
C -0.57 0.44 -0.05 0.98
O -0.82 1.81 0.00 -0.51
I 3.82 -1.60 0.18 0.08
I 2.48 1.97 -0.07 0.03
H 1.27 -1.90 0.22 0.37
H -2.03 0.38 -1.57 0.40
H -1.52 -1.27 -1.18 0.32
H -0.56 -0.13 -2.23 0.39
H -0.18 0.33 2.14 0.31
H -0.77 -1.23 1.46 0.31
H -1.90 0.32 1.67 0.34
H -0.39 2.10 -0.83 0.36
```

=====

[2]
Entry from the OMol25 dataset: a molecular structure, C44H41N6O5ReS3 in a non-equilibrium geometry (wB97M-V/def2-TZVPD).

## Properties
total charge	+3
LUMO (alpha / beta)	-9.37 / -10.67	eV
multiplicity	4

The geometry in XYZ format:
```
100
Properties=species:S:1:pos:R:3:lowdin_spin:R:1
Re 1.36 1.12 2.16 1.46
N 1.19 -0.66 1.51 0.21
S 1.58 -1.69 0.53 0.08
N 1.27 -1.44 -1.11 0.02
S -0.13 -0.82 -1.53 0.01
N -0.45 0.63 -0.91 0.02
S 0.52 1.85 -0.86 0.02
N 1.27 1.96 0.48 0.05
C 1.74 1.88 -2.24 0.00
C 2.95 1.28 -2.04 0.00
C 3.92 1.17 -3.06 0.00
C 3.61 1.77 -4.26 0.00
C 2.45 2.45 -4.46 0.00
C 1.43 2.45 -3.46 0.00
C -0.47 3.23 -1.15 0.00
C 0.30 4.39 -0.98 0.00
C -0.21 5.59 -1.45 0.00
C -1.50 5.58 -2.09 0.00
C -2.25 4.42 -2.14 0.00
C -1.70 3.21 -1.75 0.00
C -1.52 -1.70 -0.94 0.00
C -2.54 -1.37 -0.06 0.00
C -3.53 -2.24 0.23 0.00
C -3.50 -3.55 -0.29 0.00
C -2.39 -3.93 -1.09 0.00
C -1.43 -3.02 -1.36 0.00
C -0.24 -0.76 -3.23 0.00
C 0.94 -0.73 -3.95 0.00
C 0.96 -0.55 -5.31 0.00
C -0.24 -0.56 -5.96 0.00
C -1.47 -0.72 -5.25 0.00
C -1.50 -0.77 -3.86 0.00
C 0.78 -3.25 1.03 0.01
C -0.35 -3.38 1.84 0.00
C -0.74 -4.67 2.17 0.00
C 0.00 -5.76 1.76 0.00
C 1.09 -5.56 0.91 0.00
C 1.47 -4.31 0.59 0.00
C 3.33 -1.96 0.46 0.02
C 3.96 -2.07 1.71 0.00
C 5.33 -2.30 1.67 0.00
C 6.04 -2.55 0.54 0.00
C 5.38 -2.36 -0.69 0.00
C 4.02 -2.09 -0.77 0.01
H 3.18 0.87 -1.09 0.00
H 4.94 0.87 -2.79 0.00
H 4.38 1.89 -5.03 0.00
H 2.40 3.03 -5.34 0.00
H 0.59 3.07 -3.59 0.00
H 1.20 4.38 -0.36 0.00
H 0.30 6.51 -1.25 0.00
H -1.80 6.44 -2.63 0.00
H -3.13 4.56 -2.76 0.00
H -2.28 2.32 -1.83 0.00
H -2.50 -0.43 0.61 0.00
H -4.25 -1.91 0.93 0.00
H -4.29 -4.24 0.01 0.00
H -2.26 -4.96 -1.44 0.00
H -0.54 -3.34 -1.91 0.00
H 1.87 -0.80 -3.32 0.00
H 1.87 -0.59 -5.91 0.00
H -0.33 -0.68 -7.04 0.00
H -2.33 -0.90 -5.81 0.00
H -2.41 -0.91 -3.33 0.00
H -0.92 -2.52 2.19 0.00
H -1.52 -4.74 2.87 0.00
H -0.18 -6.72 2.08 0.00
H 1.68 -6.44 0.45 0.00
H 2.35 -4.13 0.01 0.00
H 3.39 -2.22 2.57 0.00
H 5.78 -2.38 2.66 0.00
H 7.13 -2.74 0.53 0.00
H 5.83 -2.65 -1.63 0.00
H 3.60 -2.11 -1.78 0.00
C -3.62 1.82 1.14 0.00
C -3.85 1.48 2.60 0.00
C -2.75 1.59 3.55 0.00
C -3.13 0.95 4.90 0.00
C -2.07 1.11 5.97 0.00
C -2.34 3.08 3.87 0.00
O -3.20 3.88 4.13 0.00
N -1.02 3.49 3.99 0.00
C -0.09 2.70 3.38 0.01
O 0.98 3.13 2.94 0.02
N -0.36 1.40 3.18 -0.01
C -1.53 0.81 3.01 0.00
O -1.64 -0.27 2.50 0.00
H -4.38 1.27 0.53 0.00
H -2.62 1.58 0.87 0.00
H -3.83 2.92 0.95 0.00
H -4.05 0.39 2.56 0.00
H -4.70 1.96 2.99 0.00
H -3.35 -0.11 4.63 0.00
H -4.05 1.38 5.33 0.00
H -1.09 0.78 5.59 0.00
H -2.24 0.52 6.86 0.00
H -1.95 2.14 6.31 0.00
H -0.76 4.47 3.99 0.00
O 2.11 0.31 3.89 0.57
O 3.05 0.51 2.94 0.48
```

=====

[3]
Entry from the OMol25 dataset: 2 unconnected molecules or ions with the total composition C5H11N3O3 in a non-equilibrium geometry (wB97M-V/def2-TZVPD).

## Properties
LUMO	-0.40	eV

The geometry in XYZ format:
```
22
Properties=species:S:1:pos:R:3:mulliken_charge:R:1
C 1.98 0.22 -0.78 -0.20
C 0.17 -2.66 -0.04 -0.53
C -0.17 0.36 0.18 -0.56
C -1.64 2.30 0.42 -1.26
C -1.65 0.77 0.23 0.44
N 2.57 0.34 0.37 -0.16
N -0.84 -1.93 0.10 0.31
N 0.68 0.38 -0.91 0.07
O -2.03 -2.11 0.04 -0.74
O -2.39 0.38 -0.89 -0.64
O 3.88 0.27 0.35 -0.46
H 2.51 0.14 -1.76 0.32
H 1.12 -2.35 0.25 0.22
H 0.18 -3.81 0.11 0.26
H 0.27 0.37 1.16 0.33
H -1.53 2.37 1.52 0.32
H -2.55 2.67 -0.02 0.37
H -0.77 2.69 -0.05 0.36
H -2.08 0.15 1.03 0.44
H 0.35 0.05 -1.78 0.32
H -2.29 -0.66 -0.83 0.40
H 4.22 0.06 1.28 0.37
```

=====

Summary of relative energy (zero: lowest compared OMol25 entry of this formula, charge and spin) in kcal per mole
28.7; 56.1; 153.2
(order as listed above)
Summary of total energy in eV
-23560.9846; -100071.3633; -15969.2092
(order as listed above)